{
  "formula": "C9H14",
  "method": "ωB97M-V/def2-TZVPD",
  "smiles": "Cc1ccccc1.CC",
  "lumo_ev": 1.03,
  "max_force_ev_per_a": 2.6,
  "e_homo_ev": -9.04,
  "relative_energy_kj_mol": 105.1,
  "total_charge": 0,
  "species": ["C", "C", "C", "C", "C", "C", "C", "H", "H", "H", "H", "H", "H", "H", "H", "C", "C", "H", "H", "H", "H", "H", "H"],
  "coordinates": [[0.67309, -0.75325, -2.00804], [-0.37278, -0.76968, -0.92077], [-0.63505, -1.97520, -0.24630], [-1.72309, -1.98570, 0.60606], [-2.54609, -0.85693, 0.78418], [-2.27335, 0.32586, 0.10254], [-1.15445, 0.34175, -0.77007], [0.32004, -1.39273, -2.81788], [1.63305, -1.08196, -1.60986], [0.93165, 0.22886, -2.40331], [-0.05524, -2.86825, -0.42277], [-2.04975, -2.79195, 1.24173], [-3.44680, -0.70697, 1.36864], [-3.01596, 1.07910, -0.13366], [-0.95222, 1.25587, -1.31258], [1.41184, 1.85875, 1.62395], [2.11976, 1.07633, 0.47474], [0.40282, 1.49481, 1.78292], [2.08055, 1.85153, 2.48514], [1.40804, 2.92537, 1.38658], [2.30454, 1.79015, -0.32753], [3.13933, 0.89222, 0.82614], [1.80009, 0.06202, 0.29018]]
}



{
  "formula": "C9H14",
  "method": "ωB97M-V/def2-TZVPD",
  "smiles": "Cc1ccccc1.CC",
  "lumo_ev": 1.02,
  "max_force_ev_per_a": 4.8,
  "e_homo_ev": -9.02,
  "relative_energy_kj_mol": 147.9,
  "total_charge": 0,
  "species": ["C", "C", "C", "C", "C", "C", "C", "H", "H", "H", "H", "H", "H", "H", "H", "C", "C", "H", "H", "H", "H", "H", "H"],
  "coordinates": [[0.52770, 1.29134, 1.80211], [0.86144, 0.73667, 0.43512], [1.87717, 1.23045, -0.26630], [2.31181, 0.71043, -1.46472], [1.63566, -0.43479, -1.93014], [0.65464, -1.13219, -1.20160], [0.25867, -0.42648, -0.09663], [0.95552, 0.74404, 2.66276], [-0.56554, 1.40813, 1.90939], [0.90871, 2.34979, 2.16119], [2.25481, 2.13286, 0.27702], [3.08260, 1.22640, -2.05987], [2.03658, -0.91860, -2.77528], [0.10192, -2.05861, -1.53111], [-0.52143, -0.90538, 0.52915], [-3.38398, -0.17728, 0.66670], [-2.92914, -1.55932, 1.00981], [-4.23157, 0.05371, 1.32488], [-2.62253, 0.50872, 0.68465], [-3.90855, -0.10361, -0.34426], [-2.26788, -1.41953, 1.79369], [-3.70769, -2.29462, 1.42099], [-2.39877, -2.15628, 0.22079]]
}



{
  "formula": "C9H14",
  "method": "ωB97M-V/def2-TZVPD",
  "smiles": "Cc1ccccc1.CC",
  "lumo_ev": 1.06,
  "max_force_ev_per_a": 5.0,
  "e_homo_ev": -8.77,
  "relative_energy_kj_mol": 195.7,
  "total_charge": 0,
  "species": ["C", "C", "C", "C", "C", "C", "C", "H", "H", "H", "H", "H", "H", "H", "H", "C", "C", "H", "H", "H", "H", "H", "H"],
  "coordinates": [[0.27365, 2.37377, -0.81282], [-0.23312, 0.94445, -0.83526], [-1.35570, 0.56118, -0.02296], [-1.82883, -0.72798, -0.18110], [-1.09987, -1.68768, -0.83967], [0.02821, -1.37180, -1.58166], [0.55370, -0.05541, -1.50035], [0.81170, 2.59152, -1.76012], [0.85418, 2.56379, -0.00036], [-0.52880, 3.04005, -0.88930], [-1.81311, 1.31522, 0.52233], [-2.76537, -0.98822, 0.21196], [-1.27892, -2.76139, -0.58403], [0.71086, -2.20925, -1.99941], [1.61403, 0.14869, -1.72100], [1.12274, 0.12378, 2.96977], [1.54711, -0.56726, 1.57605], [1.93667, 0.14967, 3.69524], [1.19777, 1.14540, 2.64075], [0.30885, -0.34344, 3.39803], [2.34882, -1.21682, 1.91093], [1.98418, 0.02357, 0.72594], [0.57187, -1.01704, 1.21702]]
}



{
  "formula": "C9H14",
  "method": "ωB97M-V/def2-TZVPD",
  "smiles": "Cc1ccccc1.CC",
  "lumo_ev": 1.04,
  "max_force_ev_per_a": 3.3,
  "e_homo_ev": -8.92,
  "relative_energy_kj_mol": 167.9,
  "total_charge": 0,
  "species": ["C", "C", "C", "C", "C", "C", "C", "H", "H", "H", "H", "H", "H", "H", "H", "C", "C", "H", "H", "H", "H", "H", "H"],
  "coordinates": [[0.09204, -1.08519, -0.38828], [-0.09271, 0.08324, -1.31955], [0.06839, 1.42840, -0.96145], [-0.42456, 2.46121, -1.69899], [-1.16214, 2.17072, -2.89996], [-1.13253, 0.87340, -3.35963], [-0.63292, -0.19927, -2.57296], [-0.81958, -1.70893, -0.40739], [0.09209, -0.59990, 0.67467], [1.04499, -1.73828, -0.45879], [0.67454, 1.45731, -0.03518], [-0.25900, 3.51707, -1.56154], [-1.78205, 2.95879, -3.25854], [-1.46908, 0.64095, -4.36212], [-0.82799, -1.10076, -3.15385], [0.49430, -1.71697, 3.54943], [1.26265, -0.60602, 2.95013], [-0.43022, -1.82054, 2.93958], [0.78234, -2.76005, 3.57027], [0.06109, -1.41580, 4.53671], [0.71626, -0.22707, 2.05308], [2.26378, -0.83331, 2.55131], [1.48029, 0.22099, 3.61304]]
}



{
  "formula": "C9H14",
  "method": "ωB97M-V/def2-TZVPD",
  "smiles": "Cc1ccccc1.CC",
  "lumo_ev": 1.03,
  "max_force_ev_per_a": 1.1,
  "e_homo_ev": -9.00,
  "relative_energy_kj_mol": 34.3,
  "total_charge": 0,
  "species": ["C", "C", "C", "C", "C", "C", "C", "H", "H", "H", "H", "H", "H", "H", "H", "C", "C", "H", "H", "H", "H", "H", "H"],
  "coordinates": [[2.04232, 2.24362, -2.41934], [1.66392, 1.33495, -1.29169], [0.71356, 1.75462, -0.34668], [0.38103, 0.97225, 0.74276], [1.06900, -0.22593, 0.96957], [1.93611, -0.69646, 0.00776], [2.17450, 0.06334, -1.13409], [1.39345, 2.06261, -3.28293], [3.05733, 2.12456, -2.78596], [1.85003, 3.27675, -2.13817], [0.29358, 2.75110, -0.40952], [-0.40488, 1.31104, 1.39998], [0.88729, -0.72038, 1.91863], [2.54245, -1.57971, 0.15388], [2.89150, -0.31489, -1.85844], [-2.23228, -1.74558, 0.83996], [-3.40737, -1.86972, 1.81985], [-1.88487, -2.70474, 0.43760], [-2.48634, -1.21425, -0.09223], [-1.42017, -1.13962, 1.23399], [-3.38935, -1.02079, 2.50191], [-4.36352, -1.88803, 1.31039], [-3.30730, -2.77476, 2.42278]]
}



{
  "formula": "C9H14",
  "method": "ωB97M-V/def2-TZVPD",
  "smiles": "Cc1ccccc1.CC",
  "lumo_ev": 0.95,
  "max_force_ev_per_a": 6.8,
  "e_homo_ev": -8.68,
  "relative_energy_kj_mol": 255.9,
  "total_charge": 0,
  "species": ["C", "C", "C", "C", "C", "C", "C", "H", "H", "H", "H", "H", "H", "H", "H", "C", "C", "H", "H", "H", "H", "H", "H"],
  "coordinates": [[2.70348, -2.06462, -0.73252], [1.83760, -0.89384, -0.92795], [0.41020, -1.17575, -0.96128], [-0.60472, -0.31189, -1.02054], [-0.22353, 1.04266, -1.12882], [1.10113, 1.37850, -1.01566], [2.10540, 0.48947, -0.88809], [2.59983, -2.70604, -1.63035], [2.38602, -2.77340, 0.11494], [3.80769, -1.86446, -0.85007], [0.17460, -2.28616, -0.86117], [-1.64904, -0.62366, -0.98300], [-1.12260, 1.64621, -0.81776], [1.38023, 2.39058, -0.82974], [3.20282, 0.75029, -0.76175], [-2.34993, 0.37995, 2.16043], [-2.07512, 1.44032, 1.13130], [-2.41021, 0.80117, 3.13851], [-3.32716, 0.05747, 2.07472], [-1.87534, -0.52323, 2.05620], [-2.48987, 1.07054, 0.29146], [-1.00525, 1.53774, 1.15368], [-2.57623, 2.23813, 1.28747]]
}